[1]
The following is a quantum chemistry calculation of a 3-piece molecular cluster, C46H43Br2F5N4O7PS overall, from the OMol25 dataset.

Geometry as XYZ:
```
109
C46H43Br2F5N4O7PS | the OMol25 dataset | the ωB97M-V functional and the def2-TZVPD basis
H -6.3813 -1.9298 0.2478
C -9.2287 -2.0446 -5.4742
C 2.5058 -1.7639 -0.1080
C -0.7454 2.2857 6.2474
C -9.3111 -0.4522 -0.5818
C -10.7538 -0.7884 -4.1024
H 3.4402 2.0223 -4.5676
C -2.6474 -1.7694 -1.1061
H -0.2942 -2.8500 -3.2066
H -10.5603 0.6659 0.7390
H -6.9834 -0.9620 2.4526
H 7.2860 -0.6182 0.7133
H 5.4272 1.5270 -0.3779
H 3.8812 0.2685 0.8944
H -8.9769 -2.4876 -6.4288
N 4.3833 -1.6759 -1.7438
H -0.4236 -0.5201 0.8487
H 1.7037 0.0170 0.5470
O 0.5515 5.2539 3.6027
H -0.5397 -0.1058 -4.0457
Br 3.3879 -1.4164 -4.7513
Br 0.1527 1.3743 -1.4747
C 4.3845 5.3048 1.9270
C 2.8485 1.9955 -0.1626
H 0.6818 -1.1085 -4.8222
H 5.5155 2.4466 3.3569
H -9.0656 0.3492 2.6943
C -9.8796 -0.9027 -3.0287
H 3.3207 -3.7363 -0.2927
F 8.7034 1.0629 -0.4610
C 0.7903 -1.1535 -2.6748
O 1.3514 -3.7575 0.2387
H -0.9942 4.1382 5.1801
C -1.8387 -1.6075 -2.4002
C -8.1269 -1.1771 -0.7238
H 1.6058 -5.7333 -0.3801
H -1.9157 -0.5674 -2.7233
C 2.8029 0.1550 -1.7095
H -2.4501 -2.7315 -0.6250
C -8.3550 -2.1636 -4.4069
H -3.7146 -1.7221 -1.3432
C 5.2589 4.2717 2.2486
H 2.4148 6.1215 2.2197
F 7.8771 2.0160 2.7695
C -0.3830 -2.1267 -2.3839
O 3.8643 1.1719 4.6685
C 0.9115 3.2538 4.8033
H 4.7072 6.1026 1.2708
H 2.2201 -3.3700 -1.6191
H 2.0306 0.3410 6.1196
H 1.1247 0.4538 -4.1605
P 3.8641 0.2665 -3.3867
O -6.6785 -2.3463 -2.1740
C 5.6893 0.4772 -0.2692
C 3.1306 2.1211 4.4742
C 2.6889 4.3024 3.3017
N 0.0948 -1.2949 0.4456
C 1.3130 4.3530 3.8770
C 5.1561 -2.5737 -1.4110
C 4.8450 3.2507 3.0867
H 1.6407 -1.8275 -2.8585
H 4.8432 -1.1895 0.8358
H -2.3689 -2.1828 -3.1670
H -1.7213 2.3275 6.7127
H -11.1137 -1.2748 -6.1548
S 6.0945 -3.7337 -1.0255
H -0.2143 -2.7001 -1.4734
F 7.3554 2.6098 0.2672
O -11.2689 0.3705 -1.6085
F 9.6880 2.5072 1.6691
C 1.3567 1.1633 5.9218
H 6.2653 4.2690 1.8499
C 7.8970 1.4037 0.5631
H -11.6822 -0.2506 -3.9676
C -0.3447 3.3007 5.3947
H -0.2142 0.4228 7.1727
H 2.8015 -1.8320 0.9463
C -10.2468 -0.2679 -1.7300
C 0.4995 -0.4202 -3.9904
C 8.7389 1.6099 1.8326
C 1.3247 -0.7840 -0.1061
C 3.1042 5.3221 2.4540
H -2.4445 -0.9636 -0.3974
O 2.9223 1.4480 -3.9831
C -7.2911 -1.3583 0.3719
C -7.6314 -0.8142 1.5985
C 1.2936 -0.2213 -1.5419
C 6.8089 0.3649 0.7776
C 1.7688 2.1846 5.0737
O 3.1432 1.4882 -1.3293
C -8.8042 -0.0794 1.7357
H 0.3480 -4.8115 -1.2515
C 2.3807 -3.2276 -0.5421
C -9.6425 0.1012 0.6489
H 6.0589 0.1273 -1.2357
N 3.5847 -0.9336 -0.8222
H 6.3952 0.5042 1.7801
H 0.0720 -5.3182 0.4355
C 0.1031 1.2150 6.5075
H -7.4192 -2.6956 -4.5091
C -10.4298 -1.3608 -5.3208
C -7.7328 -1.7598 -2.0386
F 9.2880 0.4641 2.2320
C 3.5587 3.2568 3.6092
C 0.8209 -4.9741 -0.2754
C 4.5029 -0.3401 0.2359
C -8.6785 -1.5986 -3.1790
H 0.2736 -1.9567 1.1923
N 2.6477 2.5024 0.8412
```

**E_LUMO**: -4.56 eV
**Charge**: +1
**Multiplicity**: 1
**HOMO level**: -11.0 eV

---

[2]
The following is a quantum chemistry calculation of C46H46BBrClHgN13O3S as an isolated structure, from the OMol25 dataset.

Geometry as XYZ:
```
113
C46H46BBrClHgN13O3S | the OMol25 dataset | the ωB97M-V functional and the def2-TZVPD basis
C 4.7640 -4.2614 -5.2771
C -2.0464 -2.8141 5.5757
H -0.0337 -1.5591 4.2750
H -3.2110 -4.9635 4.4002
C -3.3927 0.5406 5.7564
B 1.2900 3.6121 0.2610
H -1.9409 -3.1262 1.4875
C 5.1261 -1.7098 -4.2551
H -2.7348 1.8965 7.2878
C 1.5936 -1.1756 1.0590
C 4.6955 6.5419 0.3041
H -5.2915 3.5411 4.2814
H 0.8251 0.6992 -5.4576
C -3.3219 1.7720 6.3884
H 3.9004 1.8827 -5.7362
C -3.1860 -1.3687 2.7725
C 4.4138 5.2277 0.6692
H -2.8585 -0.8786 -7.0298
H -0.7058 -4.8783 4.7482
H 2.3292 -5.4694 -0.3358
H -1.0887 2.0749 3.2983
C 3.7827 -3.6852 -4.4894
O -1.3033 -2.5090 1.8636
H 1.3349 1.8912 2.2860
H 3.6559 -4.1303 -1.9363
C -4.1971 -0.9708 3.8942
H -0.8446 -2.6307 -0.7959
C -0.0885 0.1221 -5.3600
C 5.9364 -3.5722 -5.5571
C -0.7219 -4.1349 3.9485
C -4.0092 2.8456 5.8452
N -1.6356 2.8724 1.5608
H -0.7352 -4.6589 2.9947
H 1.7041 7.4892 -1.0297
C 3.7355 7.3384 -0.3042
N 0.3363 2.5971 0.5215
C 0.1450 -3.0052 -1.0426
C -1.8093 -2.0223 3.1013
H -1.1686 -0.2083 4.1267
C -1.0558 2.8853 0.4219
H -3.7176 -2.0955 2.1493
N 0.2578 -0.5248 2.6185
N -3.7559 3.6629 -1.9822
Br -3.7913 -2.5126 -4.7213
C -3.2900 2.9560 -3.0181
C 0.3740 1.8405 1.7801
C -1.7822 2.9650 -0.8279
H -1.0083 0.3384 1.0809
C 2.1855 5.5549 -0.2246
H -3.9170 2.9259 -3.8997
C 2.8763 -1.8116 -3.1220
N 1.2323 -1.4875 2.2468
H -2.9518 -2.2536 5.7998
C -2.1206 -0.7724 -6.2476
H 2.8588 -4.2190 -4.3075
N 0.8429 -2.2671 -1.9015
C 2.9845 1.5817 -3.9335
H 5.1408 4.5941 1.1578
N -0.6793 2.5506 2.5068
H 4.6096 -5.2530 -5.6870
C -4.7610 2.6967 4.6965
Hg 1.0086 0.5159 -1.6513
H -5.3761 1.3639 3.1504
C -1.3448 -1.2305 -4.0192
N -0.2742 -0.4626 -4.1793
N -1.3295 2.2573 -1.8690
N 3.6249 2.3548 -4.8907
C -0.9817 0.0054 -6.4125
C -0.6935 -1.0297 3.5888
C 3.9442 -2.4015 -3.9430
H 2.3832 -1.7218 0.5623
C 2.4556 6.8578 -0.5765
O 2.6056 3.5484 0.7137
H -1.6929 1.7750 -3.8333
H -2.8748 -0.3052 6.1909
C -4.1128 0.3735 4.5730
H -4.1990 -1.7354 4.6683
H 7.0070 -1.7383 -5.2706
H -4.1241 -3.5320 3.9261
C 1.9066 -4.5808 -0.7895
H 0.2009 -3.5573 3.9844
H -0.7981 0.5132 -7.3497
C -2.0784 2.2986 -2.9683
H -2.0594 -3.7128 6.1953
H 3.9796 8.3600 -0.5642
O 1.0203 4.8472 -0.3286
H -3.3079 4.2704 -0.0636
N 0.9755 -0.1280 0.4649
H 5.6723 6.9530 0.5228
C 0.0322 0.3605 1.4573
C 2.0973 -2.6666 -2.2448
C 6.1022 -2.2911 -5.0461
H 6.7061 -4.0246 -6.1706
S 2.1255 2.4958 -2.7214
H -2.9936 -0.5066 2.1304
C 0.6138 -4.1646 -0.4563
C -2.9862 3.6752 -0.9105
C -4.8049 1.4636 4.0651
C -2.2780 -1.4053 -5.0254
H -3.1720 -4.4204 2.7270
C 3.1492 4.7595 0.3991
N 3.1466 0.3049 -4.0303
H -5.1773 -1.0052 3.4121
N 2.5587 -0.5103 -3.1290
Cl -3.8968 4.4041 6.5947
C 2.6430 -3.8456 -1.6878
H -1.1895 -2.2150 5.8803
C -1.9574 -3.2295 4.0996
H -1.4405 -1.7253 -3.0603
H 5.2703 -0.7130 -3.8718
H 0.0200 -4.6959 0.2736
H 3.3127 3.3064 -4.9663
C -3.1940 -4.0766 3.7639
```

**E_LUMO (alpha / beta)**: 2.02 / 2.02 eV
**Energy relative to the best compared isomer or geometry (same formula, charge and spin)**: 52.84 kcal per mole
**Expectation value of S²**: 0.77
**Charge**: -1
**Multiplicity**: 2
**HOMO level (alpha / beta)**: -1.8 / -3.9 eV

---

[3]
The following is a quantum chemistry calculation of a 10-piece molecular cluster, C46H46F2N8O6 overall, from the OMol25 dataset.

Geometry as XYZ:
```
108
C46H46F2N8O6 | the OMol25 dataset | the ωB97M-V functional and the def2-TZVPD basis
H 17.9938 12.2805 11.1108
N 13.8406 11.6223 22.7250
C 19.3106 12.1957 12.7955
C 10.2901 8.5590 12.4828
N 12.4161 8.8358 13.5474
C 21.2031 13.7908 17.2916
C 14.6544 11.2957 16.3298
O 16.5450 11.8277 20.3624
C 11.9581 10.6826 9.1226
H 12.5536 15.5341 10.2332
N 20.0887 12.7040 19.5936
C 12.5338 15.1522 13.5969
H 11.9341 5.6355 12.5622
C 21.3676 13.1519 19.5496
O 10.3235 12.1496 15.0876
H 17.1096 10.2541 13.7536
C 13.2542 17.3141 13.0745
H 19.1737 9.5156 14.9747
H 13.5537 7.1633 13.7593
H 11.1667 10.2082 8.5889
C 12.7344 10.0269 10.0989
H 16.8238 6.2192 16.4633
H 22.0120 13.1771 20.4037
H 13.1042 10.6373 15.0523
H 16.3117 12.0667 17.3712
H 11.4177 13.4777 21.3472
H 20.7621 11.8610 14.3432
C 14.5553 11.9492 14.0745
C 11.2434 9.3581 13.1421
H 22.9959 13.9153 18.4295
H 11.9554 12.0328 19.4097
C 10.5159 7.2214 12.2142
H 13.7299 13.5652 9.2515
C 18.2682 8.9274 15.0375
H 18.9516 13.1030 13.2629
H 19.3378 13.4845 16.4210
C 12.4848 11.8970 20.3346
C 21.9511 13.6580 18.4389
C 11.7124 6.6819 12.6820
C 8.5064 14.1209 17.1690
C 9.8415 12.7642 15.9741
H 14.8096 9.9745 21.8923
H 11.9592 13.9386 12.0452
C 15.8233 12.0205 16.4283
H 9.7739 6.5483 11.7841
C 13.4476 10.9218 20.5121
H 9.3573 9.0030 12.1379
C 12.2410 12.7668 21.3851
O 8.5907 13.1014 16.1259
C 19.9422 13.3296 17.2833
C 19.4046 10.5913 11.0286
H 7.7024 13.9393 17.8329
C 16.2690 12.8817 20.7832
H 14.2796 10.1943 11.5199
H 13.3565 17.8433 11.0210
H 13.4710 18.3569 13.3998
C 13.1306 17.0563 11.7009
O 10.6452 13.2965 16.9897
C 12.3410 11.9904 8.8227
N 15.8653 7.5796 15.2265
F 15.3703 14.6215 23.3743
H 14.2055 11.9382 13.0511
F 9.6571 13.2971 19.0192
C 16.8994 7.2149 15.9772
H 15.1314 8.9558 13.8074
H 12.5201 9.0106 10.3517
H 12.2237 14.3758 14.3174
H 11.8707 12.6222 8.0841
H 17.1134 15.1491 22.5605
H 10.3131 14.9288 18.0511
C 18.1551 7.8241 15.9067
H 13.6873 10.2607 19.7011
C 15.4189 15.0614 21.0229
H 15.9318 15.8311 20.5035
C 13.9714 11.2782 15.1402
O 16.6228 13.3157 22.0004
H 8.4164 15.0805 16.6804
N 12.9482 16.3664 14.0014
O 15.4540 13.8950 20.2208
H 14.2278 10.7435 17.1899
C 15.7665 12.5490 14.2298
H 12.8343 13.2776 23.4096
H 18.9454 7.3447 16.4705
H 16.3025 12.9706 13.3794
N 14.1413 11.9391 10.4361
C 16.1931 14.6265 22.2778
C 12.6219 7.5403 13.3223
C 12.3635 14.9024 12.2553
C 19.3873 12.7565 18.4204
C 20.4153 11.5358 13.3578
C 20.4996 9.9737 11.6266
H 20.9284 9.0525 11.2184
C 9.7851 14.0000 17.8758
C 18.7838 11.7317 11.5862
C 13.7649 10.7169 10.7092
H 14.4316 15.3728 21.3483
H 21.6272 14.1792 16.3952
H 19.0763 10.2048 10.0660
C 15.9806 8.6997 14.4660
C 12.6878 15.7937 11.2688
C 12.9622 12.6002 22.5671
C 14.0537 10.7383 21.7202
H 18.3462 12.4459 18.3780
H 11.0568 10.4147 13.3182
N 16.3744 12.6611 15.4116
N 20.9853 10.4448 12.7876
C 17.1559 9.3605 14.3225
C 13.4166 12.5424 9.5029
```

**E_LUMO**: 0.40 eV
**Multiplicity**: 1
**HOMO level**: -9.1 eV

---

[4]
The following is a quantum chemistry calculation of C46H47AsI2IrNO7PS as an isolated structure, from the OMol25 dataset.

Geometry as XYZ:
```
107
C46H47AsI2IrNO7PS | the OMol25 dataset | the ωB97M-V functional and the def2-TZVPD basis
O -0.2877 0.8917 0.2581
P -0.3001 -1.2223 -0.7357
C -0.6371 -5.4013 -3.5125
C -2.2725 3.3118 -1.6677
C -3.2787 -2.0385 1.9633
I -1.5660 1.5540 -4.1492
C 0.4765 1.4873 1.1821
H 0.2139 -3.9476 0.0284
H -1.4929 -3.9811 -0.3864
C 0.5687 5.4813 3.8362
H 3.2723 3.5772 -1.7580
C -2.8094 4.4404 -0.8328
C 3.7273 -1.5887 1.4123
H -4.1839 4.7179 0.8250
C 3.9594 -5.2120 -1.2558
H 4.1598 2.7574 -0.4686
C -4.2096 -0.8521 0.0902
S -2.8297 3.5820 2.8411
C -2.0131 -1.9602 1.4040
C 2.4150 2.6886 2.0224
C -0.3869 0.1002 -5.1868
C -1.3345 -4.9414 -6.1638
H 2.3539 -1.4044 -1.6626
C 1.6436 2.2309 0.9172
H -3.4110 -2.5557 2.9049
H -0.6898 7.8279 1.7580
O 0.5585 1.5510 4.8346
H -0.8501 0.7428 2.6602
H -1.9705 5.0088 -0.4274
H 3.3334 3.2304 1.8442
C 0.8510 1.7351 3.5564
C 1.6988 -5.9463 -1.6572
H 0.4444 -1.3721 2.1853
C 1.5966 7.6999 3.2100
C -0.0086 -4.8244 -5.7654
C 3.5480 -7.4493 -2.0267
H -0.6326 -0.1537 4.9631
H 4.6521 -4.4335 -0.9579
C -0.3167 -2.7762 -1.7435
H -2.5005 6.1765 1.6063
H 4.6947 -1.6620 1.8920
O -1.4139 2.5423 -1.0683
H 5.4995 -6.6607 -1.6144
H -3.3959 5.0700 -1.4968
H -4.4998 3.3049 -0.1484
H 3.2546 4.2423 -0.1104
H -0.7820 1.0519 6.2606
H 0.7532 -4.5587 -6.4882
C -1.5205 4.7640 2.9101
H -3.3395 -5.4161 -5.5599
H -2.7182 -5.8424 -3.2054
C -1.6228 5.9600 2.2026
C 0.0766 1.2782 2.4994
H 1.4891 -7.9803 -2.3137
H -1.1814 -2.4192 1.9190
H 1.2421 8.5906 3.7321
H 2.6424 2.7732 4.1435
C 2.5922 -4.9616 -1.2498
H 2.4620 7.3157 3.7476
C 0.3464 -5.0676 -4.4436
C 1.2331 -1.4089 0.1832
H -2.2441 2.5014 0.9474
H 2.6440 -1.5192 3.2605
H -0.9368 -0.8173 -5.3690
As -0.2237 -5.7416 -1.6488
C 0.5019 6.6706 3.1203
H -5.0634 -0.4458 -0.4360
C -0.6792 0.9136 5.1902
H -1.5189 1.3771 4.6759
O 1.4922 1.9815 -1.4274
C -0.4910 -3.9617 -0.8058
Ir -0.3657 0.9620 -1.8316
C 2.0549 2.4750 -0.4103
O -2.3850 2.4145 3.5500
C -2.9452 -0.7582 -0.4689
H 3.9162 -8.4256 -2.3134
O -2.6872 3.1559 -2.8176
C -0.4316 4.5220 3.7308
H 0.0232 0.5049 -6.1072
H 1.3844 -4.9973 -4.1389
C -2.3113 -5.2968 -5.2430
H 1.9152 8.0147 2.2153
C 4.4369 -6.4569 -1.6354
C 2.4033 -1.4576 -0.5834
C -4.3747 -1.4852 1.3143
C 1.3305 -1.4289 1.5743
H -2.8161 -0.2450 -1.4173
H 1.4065 5.3061 4.5019
C 2.5731 -1.5182 2.1802
H 4.5371 -1.6059 -0.5823
H -5.3585 -1.5471 1.7602
I 1.2020 -0.3528 -3.8655
O -4.0529 4.2415 3.1770
C 2.0521 2.4368 3.3022
C -1.9625 -5.5337 -3.9190
C 3.2578 3.3289 -0.7000
C -3.6991 3.9018 0.2943
C 2.1832 -7.1973 -2.0303
N -2.9781 3.1063 1.2902
H -1.1448 -2.7168 -2.4536
H -1.6047 -4.7728 -7.1986
C 3.6429 -1.5552 0.0258
H 0.6159 -2.8298 -2.3046
H -0.3885 3.6063 4.3063
C -0.6121 6.8959 2.3069
H 2.2356 -3.9886 -0.9364
C -1.8373 -1.3092 0.1836
```

**E_LUMO (alpha / beta)**: -8.12 / -7.97 eV
**Energy relative to the best compared isomer or geometry (same formula, charge and spin)**: 92.68 kcal per mole
**Expectation value of S²**: 0.76
**Charge**: +2
**Multiplicity**: 2
**HOMO level (alpha / beta)**: -12.4 / -12.4 eV

---

| no. | maximum force (eV/A) |
| --- | --- |
| 1 | 1.36 |
| 2 | 1.24 |
| 3 | 3.18 |
| 4 | 1.13 |